[1]
ORCA calculation (ωB97M-V/def2-TZVPD) on C17H18ClN3O4 in the gas phase.

Computed properties:
SMILES: O=c1cc(N2CCC3(CC2)OCCO3)[nH]c(=O)n1-c1ccc(Cl)cc1

Atoms and positions in Å:
O -0.42373 2.62577 -0.29629
C -0.55402 1.41952 -0.31803
C -0.28749 0.58656 -1.44979
C -0.43343 -0.76856 -1.40697
N -0.27679 -1.62202 -2.45675
C 0.02333 -1.12244 -3.77929
C 1.53503 -1.05752 -4.00423
C 2.22448 -2.30805 -3.43497
C 1.19336 -3.44045 -3.24568
C 0.11925 -3.00651 -2.24302
O 3.26337 -2.70700 -4.30115
C 4.29642 -3.26913 -3.52015
C 4.00442 -2.78494 -2.08397
O 2.84513 -1.99110 -2.20581
N -0.84836 -1.32477 -0.22137
C -1.13738 -0.62404 0.93550
O -1.51563 -1.21452 1.92123
N -0.97960 0.73320 0.84935
C -1.25901 1.50701 2.01436
C -0.60763 1.22687 3.20722
C -0.87948 1.97792 4.33533
C -1.79323 3.01654 4.25754
Cl -2.12883 3.96137 5.66400
C -2.44148 3.30799 3.06835
C -2.17684 2.54578 1.94592
H 0.07015 1.10325 -2.32055
H -0.43978 -1.80386 -4.49854
H -0.43208 -0.14263 -3.91051
H 1.95976 -0.19209 -3.49599
H 1.76880 -0.99474 -5.06598
H 1.69355 -4.33296 -2.86856
H 0.77109 -3.67975 -4.22099
H -0.75234 -3.66856 -2.33514
H 0.53898 -3.10765 -1.23895
H 5.24764 -2.89928 -3.90707
H 4.27875 -4.36345 -3.58885
H 3.82728 -3.62758 -1.40399
H 4.79926 -2.15696 -1.67777
H -1.04222 -2.31386 -0.16087
H 0.10248 0.41686 3.25559
H -0.38193 1.76301 5.26783
H -3.14922 4.12052 3.02216
H -2.67375 2.76455 1.01456

=====

[2]
ORCA calculation (ωB97M-V/def2-TZVPD) on a molecular structure, C17H18ClNO4Zr.

Computed properties:
Charge: +2

Atoms and positions in Å:
Zr -1.07811 0.46294 0.03193
C 1.64970 1.85517 2.25814
C 0.32264 2.17693 1.65258
C 0.22065 2.78204 0.38891
C -1.02770 3.12586 -0.15101
C -2.20463 2.83941 0.54652
C -2.12247 2.20859 1.79729
C -0.87686 1.87777 2.33563
H 2.42101 1.74500 1.49734
H 1.59991 0.95210 2.86409
H 1.94773 2.67691 2.91442
H 1.12344 2.99982 -0.16945
H -1.07450 3.62870 -1.10929
H -3.17050 3.09519 0.13179
H -3.02812 1.96683 2.33967
H -0.82417 1.37703 3.29544
N -1.39107 0.72370 -2.37740
C -2.77449 0.51203 -2.92913
C -3.41179 -0.78445 -2.36409
C -2.85102 -0.80729 -0.98710
O -1.78587 -1.43421 -0.72791
O -3.15133 0.13417 -0.16135
H -1.03522 1.58769 -2.78015
H -0.77034 -0.00562 -2.73149
H -2.74983 0.47057 -4.01675
H -3.37613 1.36626 -2.62444
H -3.09856 -1.67022 -2.91146
H -4.49553 -0.69378 -2.37628
Cl 5.23006 -4.95417 0.67117
C 3.99531 -3.78131 0.56865
C 3.06749 -3.67131 1.60800
C 2.07046 -2.72892 1.52529
C 1.99273 -1.88940 0.40190
C 2.92837 -2.01235 -0.63863
C 3.92749 -2.95196 -0.55426
C 0.95029 -0.91810 0.30795
O 0.77100 -0.13413 -0.71557
O 0.07487 -0.73800 1.25213
H 3.14360 -4.32924 2.46159
H 1.34084 -2.63531 2.31802
H 2.86134 -1.36328 -1.50107
H 4.65932 -3.06167 -1.34162

=====

[3]
ORCA calculation (ωB97M-V/def2-TZVPD) on C17H18FN3O3 in the gas phase.

Computed properties:
SMILES: Cc1cc(O[C@@H]2CO[C@H](C)C2)cc(C(=O)Nc2ccc(F)cn2)n1

Atoms and positions in Å:
C 2.68618 2.09976 2.14432
C 1.77794 0.92804 1.72733
C 0.57315 0.74685 2.46459
C -0.17693 -0.34528 2.03559
O -1.44979 -0.54700 2.57949
C -2.29144 0.58829 2.74399
C -3.61611 0.21606 3.47067
O -4.64644 1.00029 2.79121
C -4.11283 1.77869 1.68951
C -5.07670 1.62800 0.58075
C -2.71125 1.22315 1.45631
C 0.35522 -1.23766 1.08393
C 1.49390 -0.87496 0.38154
C 2.01978 -1.73636 -0.76568
O 1.61056 -2.87927 -0.90069
N 2.62507 -0.98980 -1.78189
C 2.81618 -1.35998 -3.15945
C 2.46036 -2.65581 -3.72599
C 2.83558 -2.92494 -5.05563
C 3.49621 -1.85325 -5.76626
F 3.89250 -2.08286 -7.05937
C 3.65656 -0.58986 -5.08323
N 3.42413 -0.38464 -3.74708
N 2.16766 0.23298 0.63783
H 2.11198 3.01918 2.07928
H 2.85529 2.08070 3.22583
H 3.68157 2.04840 1.64943
H 0.31302 1.57484 3.17708
H -1.74749 1.36709 3.31970
H -3.75797 0.32611 4.55009
H -3.92947 -0.84353 3.24013
H -4.23284 2.72014 2.13509
H -4.77493 2.11611 -0.31287
H -6.02647 2.15877 0.90383
H -5.27819 0.59165 0.45526
H -2.69219 0.39769 0.67873
H -1.96749 1.95433 1.09152
H -0.11280 -2.19249 0.83771
H 2.96483 -0.10116 -1.56309
H 1.95065 -3.42101 -3.17873
H 2.59195 -3.94892 -5.43172
H 4.24103 0.17163 -5.59901

=====

[4]
ORCA calculation (ωB97M-V/def2-TZVPD) on 2 unconnected molecules or ions with the total composition C17H18N.

Computed properties:
Charge: +1

Atoms and positions in Å:
C -5.37735 -0.59713 1.82338
C -4.67280 -1.80247 1.85801
C -3.30521 -1.80697 2.12077
C -2.62171 -0.59196 2.22644
C -1.14954 -0.59650 2.50987
N -0.35869 -0.76489 1.30896
C 0.00874 -0.82475 0.16377
C -3.30757 0.61925 2.11737
C -4.67487 0.61416 1.85490
H -6.45925 -0.59849 1.65382
H -5.20912 -2.74096 1.73629
H -2.76526 -2.73687 2.23932
H -0.82953 0.34857 2.98537
H -0.87281 -1.40123 3.21074
H -2.76809 1.55169 2.23192
H -5.21461 1.54821 1.72988
C 1.29619 -1.59939 -2.01200
C 1.78603 -0.65103 -0.95286
C 2.82982 -1.38522 -0.04504
C 2.31102 0.62605 -1.52660
C 3.01393 1.53328 -0.68496
C 3.34823 2.82756 -1.07281
C 3.11714 3.25076 -2.39804
C 2.47454 2.36740 -3.27939
C 2.11930 1.08314 -2.88170
H 0.51631 -1.14658 -2.61852
H 2.13334 -1.88256 -2.66886
H 0.89276 -2.49975 -1.55258
H 3.18081 -0.82143 0.82856
H 2.39834 -2.31085 0.38841
H 3.74662 -1.70383 -0.63110
H 3.32870 1.17846 0.30612
H 3.73773 3.51358 -0.32242
H 3.29764 4.28880 -2.67008
H 2.22762 2.73156 -4.29130
H 1.82162 0.38044 -3.68566

=====

[5]
ORCA calculation (ωB97M-V/def2-TZVPD) on C17H18N2O5 in the gas phase.

Computed properties:
SMILES: COc1ccc(OC)c(C2=NO[C@@H](C(=O)NCc3ccco3)C2)c1

Atoms and positions in Å:
C -5.67703 -1.01951 2.06201
O -4.46442 -1.43817 1.48621
C -3.75558 -0.53847 0.74369
C -4.13414 0.77399 0.49810
C -3.32857 1.59663 -0.27444
C -2.13669 1.14188 -0.82209
O -1.30822 1.89373 -1.58032
C -1.65425 3.22920 -1.85251
C -1.74543 -0.19530 -0.57748
C -0.51736 -0.73177 -1.12392
N 0.26539 -0.08081 -1.89208
O 1.34065 -0.83955 -2.26499
C 1.32243 -2.09763 -1.56650
C 2.48164 -2.17063 -0.55690
O 2.44985 -2.91942 0.39657
N 3.50955 -1.36465 -0.86717
C 4.64377 -1.17987 0.01689
C 4.55788 0.12056 0.74708
C 3.73535 0.53490 1.75334
C 4.07298 1.88614 2.00840
C 5.07119 2.19143 1.13730
O 5.36908 1.13231 0.36656
C -0.03420 -2.14436 -0.85967
C -2.56191 -1.00573 0.20206
H -6.40337 -0.71992 1.29920
H -5.52576 -0.19325 2.76446
H -6.06014 -1.88375 2.60218
H -5.05064 1.17789 0.89763
H -3.65378 2.61081 -0.44342
H -1.72349 3.82570 -0.93644
H -0.84677 3.61512 -2.47216
H -2.59774 3.29957 -2.40421
H 1.46066 -2.89326 -2.30577
H 3.36776 -0.69800 -1.61430
H 5.56740 -1.20722 -0.56718
H 4.62127 -2.01506 0.72233
H 2.98983 -0.05341 2.24734
H 3.63283 2.53353 2.73852
H 5.63233 3.08987 0.97392
H 0.09236 -2.35803 0.20248
H -0.71584 -2.87795 -1.29169
H -2.28886 -2.02755 0.40696

=====

no.,HOMO-LUMO gap (Eh),DFT total energy (eV)
1,0.32408,-43104.911
2,0.25282,-41394.088
3,0.32831,-31249.783
4,0.25696,-19401.648
5,0.31972,-31136.252